No. 1
Entry from OMol25: a structure of composition C44H56FIN9O3Ru at a distorted geometry (ωB97M-V with the def2-TZVPD basis set).

The geometry in XYZ format:
```
115
Properties=species:S:1:pos:R:3
I 18.214 21.335 8.779
Ru 20.022 13.577 12.207
F 13.283 14.296 11.285
O 19.780 10.430 14.817
O 20.263 12.163 13.467
O 17.980 13.354 12.221
N 16.014 9.842 13.267
N 11.972 11.711 11.421
N 16.072 19.458 9.742
N 22.153 13.834 12.053
N 20.234 15.364 13.108
N 19.586 14.543 10.523
N 19.212 14.326 15.587
N 18.378 14.787 8.496
N 9.281 11.619 10.572
C 22.821 13.150 13.235
C 17.706 16.002 8.942
C 13.666 19.755 9.465
C 14.794 19.005 9.675
C 18.554 13.408 16.517
C 17.426 12.287 12.681
C 19.510 12.608 9.065
C 20.525 14.666 16.203
C 14.665 8.288 14.716
C 16.441 16.428 14.299
C 19.113 14.061 9.380
C 18.456 15.172 14.774
C 13.960 10.860 12.503
C 17.583 17.120 7.901
C 21.382 16.023 12.847
C 13.223 11.930 11.947
C 15.283 13.273 11.977
C 23.542 15.869 11.649
C 18.462 16.955 13.079
C 17.594 14.112 7.341
C 18.016 11.209 13.394
C 15.339 8.602 13.402
C 13.841 21.142 9.191
C 21.610 17.386 13.036
C 16.235 13.602 7.724
C 19.396 11.265 13.971
C 10.419 11.539 9.587
C 16.017 12.176 12.487
C 22.713 13.260 10.813
C 22.386 15.267 12.154
C 11.583 12.311 10.170
C 17.096 15.459 15.047
C 9.721 10.932 11.918
C 23.767 17.222 11.802
C 17.330 9.995 13.682
C 22.765 17.954 12.523
C 17.157 17.205 13.338
C 10.971 11.563 12.435
C 15.851 7.463 14.250
C 15.137 21.615 9.092
C 16.247 20.719 9.244
C 19.120 15.840 13.695
C 15.352 10.963 12.786
C 13.939 13.192 11.719
H 9.757 9.858 11.702
H 18.549 12.089 9.315
H 15.297 22.620 8.777
H 10.040 11.861 8.632
H 12.967 21.780 9.190
H 17.586 13.049 16.180
H 16.698 15.627 9.339
H 22.374 13.793 9.851
H 16.212 12.855 8.522
H 20.348 15.369 17.016
H 18.260 16.320 9.801
H 18.243 13.350 6.958
H 15.517 6.506 13.801
H 22.781 19.010 12.577
H 11.396 13.410 10.330
H 12.455 12.240 9.536
H 8.491 11.119 10.218
H 17.256 18.022 8.455
H 14.759 9.130 15.463
H 15.779 13.139 6.821
H 13.756 7.743 14.579
H 18.436 13.784 17.561
H 22.503 12.093 13.269
H 8.886 11.165 12.626
H 14.708 17.974 9.893
H 19.869 12.503 8.068
H 22.327 12.229 10.709
H 20.848 17.936 13.585
H 20.985 13.745 16.539
H 12.733 19.218 9.507
H 16.834 7.449 14.726
H 8.943 12.626 10.745
H 23.892 13.235 13.188
H 13.466 9.858 12.690
H 23.811 13.195 10.891
H 18.509 17.435 7.450
H 24.219 15.191 11.205
H 11.360 10.957 13.283
H 10.646 10.468 9.513
H 10.871 12.528 12.968
H 16.648 18.004 12.864
H 14.682 8.265 12.584
H 19.764 15.565 10.554
H 19.192 12.457 16.656
H 15.826 14.154 11.677
H 16.587 14.838 15.739
H 22.550 13.708 14.136
H 19.091 17.561 12.480
H 15.550 14.357 8.132
H 16.955 16.764 7.072
H 17.394 14.879 6.563
H 17.836 9.260 14.319
H 24.705 17.750 11.614
H 21.136 15.191 15.452
H 15.378 16.580 14.336
H 20.324 12.402 9.746
```

Computed properties:
energy above the lowest of the compared OMol25 structures with the same formula, charge and spin: 31.0 kJ/mol
highest occupied orbital energy (alpha / beta): -8.76 / -10.42 eV
multiplicity: 6
charge: +2
LUMO level (alpha / beta): -0.18845 / -0.23999 hartree
frontier orbital gap (alpha / beta): 3.632 / 3.891 eV

No. 2
Entry from OMol25: a structure of composition C22H19BCl2O2PdS3 at a distorted geometry (ωB97M-V with the def2-TZVPD basis set).

The geometry in XYZ format:
```
50
Properties=species:S:1:pos:R:3
Pd 0.034 0.156 0.047
Cl -5.717 -0.002 0.073
Cl -0.850 0.305 -2.416
S -2.537 -0.293 0.312
S 0.098 2.586 0.632
S 0.506 -0.366 2.386
O 3.069 0.442 0.403
O 2.491 -0.317 -1.685
C 8.085 2.128 -0.186
C 7.941 0.652 -0.582
C 1.607 1.287 4.199
C -5.330 0.543 -2.508
C 1.171 3.645 2.879
C 5.484 0.583 -0.010
C -4.692 0.252 -1.317
C 1.966 2.476 4.810
C 4.179 0.325 -0.353
C -3.285 0.137 -1.170
C 3.834 -0.137 -1.623
C -2.594 0.385 -2.384
C 6.129 -0.099 -2.230
C 0.991 1.232 2.938
C -3.208 0.679 -3.585
C 8.917 0.369 -1.724
C 8.335 -0.233 0.610
C 4.794 -0.360 -2.577
C 6.489 0.366 -0.970
C 0.784 2.454 2.237
C 1.738 3.674 4.141
C -4.591 0.761 -3.661
B 1.968 0.059 -0.409
H 9.120 2.354 0.089
H 9.937 0.592 -1.398
H 6.886 -0.275 -2.982
H 8.233 -1.288 0.349
H 8.881 -0.679 -2.028
H 8.698 0.988 -2.596
H 7.446 2.375 0.661
H -5.082 0.988 -4.599
H 1.004 4.571 2.341
H 7.698 -0.042 1.473
H 9.373 -0.044 0.902
H -6.411 0.599 -2.525
H 1.788 0.346 4.706
H 2.425 2.467 5.794
H 7.798 2.773 -1.018
H -2.595 0.852 -4.460
H 5.706 0.952 0.983
H 2.006 4.622 4.596
H 4.531 -0.716 -3.564
```

Computed properties:
highest occupied orbital energy (alpha / beta): -0.27 / -0.27 eV
charge: -2
LUMO level (alpha / beta): 0.14277 / 0.14277 hartree
frontier orbital gap (alpha / beta): 4.153 / 4.153 eV

Energy per entry: -79468.4878, -88929.0398 eV